Entry from OMol25: a cluster of 9 separate species, C57H137N8O9 in total at a distorted geometry (ωB97M-V/def2-TZVPD).

LUMO, eV: -12.20
Maximum force, eV/A: 3.79
Net charge: +7
E_tot, Ha: -3366.4004
Kohn-Sham gap, eV: 8.71
HOMO energy, Ha: -0.7684

Last columns: bonded neighbours and bond lengths (Å).
Geometry (Å):
1 C 1.37554 3.84410 -0.84755  C2 1.491, H11 1.084, H12 1.131, H13 1.120
2 C 2.12991 5.12433 -0.96867  C1 1.491, C3 1.542, H14 1.077, H15 1.103
3 C 3.36567 5.11842 -1.89136  C2 1.542, N4 1.495, H16 1.080, H17 1.095
4 N 3.99315 6.47074 -1.99936  C3 1.495, C5 1.509, C9 1.469, C10 1.465
5 C 4.12734 7.16387 -0.66597  N4 1.509, C6 1.503, H18 1.083, H19 1.105
6 C 4.79972 8.50716 -0.70987  C5 1.503, C7 1.515, H20 1.090, H21 1.104
7 C 6.21107 8.29953 -1.21956  C6 1.515, C8 1.534, H22 1.086, H23 1.092
8 C 6.16108 7.61829 -2.59254  C7 1.534, C9 1.504, H24 1.101, H25 1.103
9 C 5.35984 6.34735 -2.52491  N4 1.469, C8 1.504, H26 1.100, H27 1.110
10 C 3.11721 7.23391 -2.89138  N4 1.465, H28 1.079, H29 1.073, H30 1.102
11 H 1.92437 3.02083 -0.40406  C1 1.084
12 H 1.01045 3.50215 -1.86171  C1 1.131
13 H 0.48199 3.99605 -0.18965  C1 1.120
14 H 2.44348 5.42457 0.01651  C2 1.077
15 H 1.52237 5.94144 -1.39354  C2 1.103
16 H 3.20663 4.81394 -2.91540  C3 1.080
17 H 4.15235 4.44727 -1.53165  C3 1.095
18 H 4.68694 6.50363 -0.01491  C5 1.083
19 H 3.07826 7.37003 -0.38607  C5 1.105
20 H 4.72099 8.88076 0.31114  C6 1.090
21 H 4.18917 9.20033 -1.31498  C6 1.104
22 H 6.80586 7.68066 -0.55492  C7 1.086
23 H 6.76631 9.23578 -1.31074  C7 1.092
24 H 7.15816 7.31156 -2.94423  C8 1.101
25 H 5.74822 8.24255 -3.40341  C8 1.103
26 H 5.94285 5.73981 -1.81683  C9 1.100
27 H 5.27093 5.96824 -3.56389  C9 1.110
28 H 3.57927 8.11789 -3.30393  C10 1.079
29 H 2.21421 7.51158 -2.38334  C10 1.073
30 H 2.86583 6.49827 -3.67196  C10 1.102
31 C -1.85777 -1.16603 -5.59525  C32 1.529, H41 1.074, H42 1.096, H43 1.092
32 C -0.68082 -0.46553 -6.27483  C31 1.529, C33 1.565, H44 1.080, H45 1.108
33 C 0.65128 -1.12263 -5.78175  C32 1.565, N34 1.487, H46 1.080, H47 1.083
34 N 1.89294 -0.48205 -6.29144  C33 1.487, C35 1.485, C39 1.435, C40 1.528
35 C 3.08732 -1.01518 -5.58902  N34 1.485, C36 1.536, H48 1.099, H49 1.103
36 C 3.30513 -2.49258 -5.94668  C35 1.536, C37 1.507, H50 1.100, H51 1.092
37 C 3.53383 -2.69901 -7.42168  C36 1.507, C38 1.557, H52 1.089, H53 1.089
38 C 2.25586 -2.15466 -8.12474  C37 1.557, C39 1.530, H54 1.098, H55 1.104
39 C 2.11882 -0.69309 -7.69302  N34 1.435, C38 1.530, H56 1.107, H57 1.087
40 C 1.85446 1.01631 -5.99451  N34 1.528, H58 1.070, H59 1.111, H60 1.065
41 H -2.74640 -0.80077 -6.07441  C31 1.074
42 H -1.92262 -0.98546 -4.51574  C31 1.096
43 H -1.72578 -2.24244 -5.72068  C31 1.092
44 H -0.57188 0.59830 -6.12103  C32 1.080
45 H -0.83570 -0.66469 -7.35346  C32 1.108
46 H 0.77424 -2.15330 -6.07861  C33 1.080
47 H 0.71192 -1.09061 -4.70129  C33 1.083
48 H 2.96451 -0.82472 -4.51345  C35 1.099
49 H 3.94707 -0.41173 -5.92461  C35 1.103
50 H 2.43476 -3.10806 -5.67589  C36 1.100
51 H 4.15834 -2.85293 -5.36780  C36 1.092
52 H 3.73271 -3.73216 -7.70359  C37 1.089
53 H 4.38210 -2.06215 -7.66951  C37 1.089
54 H 1.37762 -2.77688 -7.91011  C38 1.098
55 H 2.34418 -2.17644 -9.22467  C38 1.104
56 H 1.26685 -0.24091 -8.23601  C39 1.107
57 H 2.95998 -0.07710 -7.99988  C39 1.087
58 H 2.83607 1.29529 -6.31682  C40 1.070
59 H 1.55637 1.12852 -4.92990  C40 1.111
60 H 1.17109 1.37068 -6.73082  C40 1.065
61 C 0.08470 -5.29237 5.52577  C62 1.516, H68 1.074, H69 1.097, H70 1.069
62 C 0.95582 -4.25873 4.84048  C61 1.516, O63 1.243, N64 1.375
63 O 0.74991 -3.03389 4.78174  C62 1.243
64 N 2.09594 -4.80473 4.29962  C62 1.375, H65 1.028, C67 1.476
65 H 2.07511 -5.83087 4.35055  N64 1.028
66 H 2.15106 -3.72737 2.63091  O210 1.019
67 C 3.45871 -4.24892 4.41580  N64 1.476, H71 1.114, H72 1.077, H73 1.091
68 H -0.82271 -4.80983 5.83640  C61 1.074
69 H 0.62211 -5.63489 6.41898  C61 1.097
70 H -0.20194 -6.09376 4.87906  C61 1.069
71 H 4.21244 -4.72103 5.08731  C67 1.114
72 H 3.64951 -3.21084 4.63057  C67 1.077
73 H 3.95055 -4.51404 3.47822  C67 1.091
74 C 2.74860 -10.31495 -5.08333  C75 1.480, H81 1.072, H82 1.098, H83 1.077
75 C 2.82125 -9.40949 -3.91527  C74 1.480, O76 1.170, N77 1.607
76 O 2.25434 -8.41438 -3.67554  C75 1.170
77 N 3.74514 -9.91086 -2.69971  C75 1.607, H78 1.003, H79 1.003, C80 1.442
78 H 3.65358 -10.90661 -2.77169  N77 1.003
79 H 4.71892 -9.84832 -2.93110  N77 1.003
80 C 3.43380 -9.27221 -1.44544  N77 1.442, H84 1.074, H85 1.092, H86 1.063
81 H 3.64389 -10.46212 -5.65341  C74 1.072
82 H 2.02036 -9.77471 -5.70336  C74 1.098
83 H 2.33483 -11.27344 -4.81723  C74 1.077
84 H 3.41361 -8.21428 -1.62955  C80 1.074
85 H 4.08844 -9.56192 -0.62120  C80 1.092
86 H 2.41920 -9.40239 -1.15803  C80 1.063
87 C -10.61775 -0.01955 0.00371  C88 1.503, H97 1.067, H98 1.085, H99 1.104
88 C -9.37944 0.83111 0.03026  C87 1.503, N89 1.567, H100 1.092, H101 1.105
89 N -9.36279 2.13281 0.90280  C88 1.567, C90 1.499, C91 1.547, C93 1.493
90 C -10.68924 2.82266 0.79657  N89 1.499, H102 1.105, H103 1.097, H104 1.105
91 C -9.13520 1.67244 2.36250  N89 1.547, C92 1.539, H105 1.113, H106 1.094
92 C -9.23261 2.81889 3.38488  C91 1.539, H107 1.087, H108 1.072, H109 1.097
93 C -8.38831 3.15147 0.41180  N89 1.493, C94 1.519, H110 1.091, H111 1.098
94 C -6.91357 2.81410 0.55006  C93 1.519, O95 1.415, H112 1.094, H113 1.101
95 O -6.58768 1.75218 -0.32671  C94 1.415, C96 1.434
96 C -5.16196 1.69548 -0.47128  O95 1.434, H114 1.115, H115 1.102, H116 1.100
97 H -10.42593 -0.85811 -0.62695  C87 1.067
98 H -11.53176 0.45104 -0.34377  C87 1.085
99 H -10.80409 -0.49155 0.98455  C87 1.104
100 H -9.17938 1.23763 -0.96361  C88 1.092
101 H -8.45392 0.32632 0.36037  C88 1.105
102 H -10.73484 3.81538 1.27993  C90 1.105
103 H -11.48235 2.12019 1.08262  C90 1.097
104 H -10.89001 3.05881 -0.26377  C90 1.105
105 H -8.16942 1.12343 2.28943  C91 1.113
106 H -9.93007 0.92119 2.39248  C91 1.094
107 H -10.25623 3.16563 3.50154  C92 1.087
108 H -8.51774 3.58356 3.15306  C92 1.072
109 H -8.94296 2.32773 4.32240  C92 1.097
110 H -8.52466 3.95536 1.13669  C93 1.091
111 H -8.75362 3.43996 -0.58317  C93 1.098
112 H -6.75690 2.43074 1.56315  C94 1.094
113 H -6.33332 3.72199 0.32247  C94 1.101
114 H -4.46703 1.88024 0.38095  C96 1.115
115 H -4.85825 2.46498 -1.19956  C96 1.102
116 H -4.82173 0.73087 -0.87683  C96 1.100
117 C -6.28881 -2.93272 -2.20441  C118 1.511, H127 1.070, H128 1.113, H129 1.089
118 C -5.33706 -3.92044 -1.57062  C117 1.511, N119 1.545, H130 1.086, H131 1.089
119 N -5.37394 -3.85823 -0.02750  C118 1.545, C120 1.520, C121 1.523, C123 1.507
120 C -6.76760 -4.07504 0.53822  N119 1.520, H132 1.072, H133 1.091, H134 1.067
121 C -4.53582 -4.99349 0.54624  N119 1.523, C122 1.509, H135 1.087, H136 1.102
122 C -3.07712 -4.87635 0.17960  C121 1.509, H137 1.106, H138 1.103, H139 1.103
123 C -4.89098 -2.50441 0.42617  N119 1.507, C124 1.513, H140 1.081, H141 1.088
124 C -4.78523 -2.29275 1.92087  C123 1.513, O125 1.435, H142 1.106, H143 1.084
125 O -6.04603 -1.97072 2.52600  C124 1.435, C126 1.429
126 C -6.05637 -1.86968 3.95185  O125 1.429, H144 1.102, H145 1.089, H146 1.108
127 H -6.08121 -1.91610 -1.94329  C117 1.070
128 H -7.35302 -3.12196 -1.93719  C117 1.113
129 H -6.24687 -3.07818 -3.28317  C117 1.089
130 H -4.33831 -3.66432 -1.91190  C118 1.086
131 H -5.52949 -4.96183 -1.82243  C118 1.089
132 H -7.41598 -3.27019 0.25447  C120 1.072
133 H -6.62287 -4.13189 1.61834  C120 1.091
134 H -7.15029 -5.03718 0.27862  C120 1.067
135 H -4.99110 -5.87565 0.10464  C121 1.087
136 H -4.73975 -5.05366 1.62800  C121 1.102
137 H -2.94069 -4.89345 -0.91811  C122 1.106
138 H -2.61868 -5.82889 0.49538  C122 1.103
139 H -2.53225 -4.04698 0.66053  C122 1.103
140 H -5.70454 -1.83995 0.17130  C123 1.081
141 H -4.01277 -2.25697 -0.16633  C123 1.088
142 H -4.05544 -1.46555 2.00403  C124 1.106
143 H -4.27986 -3.14856 2.35373  C124 1.084
144 H -5.25142 -1.18167 4.25692  C126 1.102
145 H -5.92368 -2.81465 4.47707  C126 1.089
146 H -7.05431 -1.45542 4.19664  C126 1.108
147 C -1.11292 4.27250 6.85205  C148 1.514, H157 1.097, H158 1.089, H159 1.063
148 C -0.10654 3.50848 6.01861  C147 1.514, N149 1.571, H160 1.081, H161 1.100
149 N -0.61452 2.83194 4.69490  C148 1.571, C150 1.499, C151 1.522, C153 1.500
150 C -1.78381 1.97102 5.06628  N149 1.499, H162 1.106, H163 1.087, H164 1.095
151 C -1.18291 3.83623 3.70317  N149 1.522, C152 1.518, H165 1.114, H166 1.098
152 C -0.16563 4.79983 3.11818  C151 1.518, H167 1.102, H168 1.103, H169 1.099
153 C 0.45157 2.02578 4.01374  N149 1.500, C154 1.579, H170 1.075, H171 1.066
154 C 0.82742 0.64505 4.68173  C153 1.579, O155 1.386, H172 1.091, H173 1.085
155 O 1.40349 0.95103 5.90443  C154 1.386, C156 1.430
156 C 1.98379 -0.22748 6.46871  O155 1.430, H174 1.114, H175 1.078, H176 1.141
157 H -0.55327 4.70870 7.68834  C147 1.097
158 H -1.89271 3.63314 7.26400  C147 1.089
159 H -1.55746 5.08107 6.32487  C147 1.063
160 H 0.37178 2.67692 6.51765  C148 1.081
161 H 0.71513 4.12140 5.61879  C148 1.100
162 H -1.48390 1.17375 5.77169  C150 1.106
163 H -2.30936 1.62619 4.17999  C150 1.087
164 H -2.49100 2.63525 5.57383  C150 1.095
165 H -1.98009 4.39103 4.24829  C151 1.114
166 H -1.62205 3.22125 2.90652  C151 1.098
167 H -0.75533 5.59683 2.63810  C152 1.102
168 H 0.45704 4.20170 2.43168  C152 1.103
169 H 0.40422 5.35989 3.87305  C152 1.099
170 H 1.33932 2.62873 3.95085  C153 1.075
171 H 0.09295 1.80162 3.03523  C153 1.066
172 H 1.49450 0.02825 4.07708  C154 1.091
173 H -0.07379 0.10146 4.94341  C154 1.085
174 H 1.25241 -1.06833 6.48061  C156 1.114
175 H 2.30218 0.08622 7.45003  C156 1.078
176 H 2.89393 -0.47680 5.82671  C156 1.141
177 C 7.08919 -1.26691 2.46602  C178 1.449, H187 1.094, H188 1.086, H189 1.102
178 C 7.41186 -0.48419 1.29006  C177 1.449, N179 1.625, H190 1.080, H191 1.117
179 N 6.14747 -0.31540 0.28349  C178 1.625, C180 1.560, C181 1.491, C183 1.463
180 C 6.65618 0.67812 -0.80702  N179 1.560, H192 1.080, H193 1.084, H194 1.068
181 C 5.82318 -1.64549 -0.30593  N179 1.491, C182 1.503, H195 1.089, H196 1.117
182 C 6.96190 -2.35312 -0.98498  C181 1.503, H197 1.069, H198 1.105, H199 1.083
183 C 4.93695 0.18695 0.93363  N179 1.463, C184 1.506, H200 1.071, H201 1.094
184 C 5.06921 1.44372 1.75253  C183 1.506, O185 1.403, H202 1.113, H203 1.115
185 O 4.95736 2.65159 1.04858  C184 1.403, C186 1.418
186 C 5.57582 3.75325 1.69304  O185 1.418, H204 1.113, H205 1.108, H206 1.121
187 H 7.88069 -1.25922 3.22107  C177 1.094
188 H 6.98400 -2.32473 2.24389  C177 1.086
189 H 6.19091 -0.89771 2.98780  C177 1.102
190 H 8.18676 -0.90344 0.66544  C178 1.080
191 H 7.77539 0.54807 1.51482  C178 1.117
192 H 5.94069 0.83549 -1.60077  C180 1.080
193 H 7.55302 0.17855 -1.15641  C180 1.084
194 H 6.92168 1.59490 -0.32830  C180 1.068
195 H 4.91851 -1.45776 -0.88278  C181 1.089
196 H 5.39584 -2.24071 0.53695  C181 1.117
197 H 7.78325 -2.55281 -0.33091  C182 1.069
198 H 7.41157 -1.81668 -1.83975  C182 1.105
199 H 6.54163 -3.28098 -1.35434  C182 1.083
200 H 4.56083 -0.54433 1.61996  C183 1.071
201 H 4.09729 0.18445 0.23297  C183 1.094
202 H 6.10612 1.56119 2.14088  C184 1.113
203 H 4.41231 1.34973 2.64913  C184 1.115
204 H 6.68770 3.72948 1.74796  C186 1.113
205 H 5.14867 4.00796 2.68274  C186 1.108
206 H 5.31581 4.61044 1.01888  C186 1.121
207 O 0.53873 -2.55204 1.69258  C208 1.284, H211 0.948
208 C 1.75429 -2.43507 1.29706  O207 1.284, O209 1.223, O210 1.303
209 O 2.11059 -1.71124 0.37732  C208 1.223
210 O 2.62565 -3.02303 2.06753  H66 1.019, C208 1.303
211 H -0.13409 -2.23785 1.10344  O207 0.948